Record 1
{"formula": "C18H21BrO3", "method": "ωB97M-V with the def2-TZVPD basis set", "elements": ["C", "O", "C", "C", "C", "C", "C", "C", "O", "C", "C", "C", "H", "O", "C", "C", "C", "C", "C", "C", "C", "H", "H", "H", "H", "C", "H", "H", "H", "H", "Br", "H", "H", "H", "H", "H", "H", "H", "H", "H", "H", "H", "H"], "positions_angstrom": [[0.256, 1.897, -2.127], [1.153, 0.987, -2.045], [0.668, -0.347, -1.871], [1.751, -1.302, -2.346], [1.591, -2.547, -2.377], [0.407, -3.180, -1.770], [-0.448, -2.315, -1.292], [-0.466, -0.841, -1.512], [-1.318, 0.065, -1.034], [-2.441, -0.278, -0.268], [-3.165, 0.742, 0.454], [-3.027, 0.707, 1.842], [-3.562, 0.204, 2.226], [-1.775, 0.251, 2.537], [-0.536, 0.717, 1.833], [0.027, 1.857, 1.703], [1.324, 2.288, 1.158], [2.156, 1.132, 0.906], [1.516, -0.067, 1.234], [0.437, -0.486, 1.820], [0.051, -1.786, 2.009], [0.242, -2.664, 1.321], [0.644, -2.224, 2.973], [-0.912, -2.016, 2.554], [2.103, -0.920, 0.872], [3.347, 1.488, 0.294], [3.458, 1.468, -0.855], [3.592, 2.390, 0.518], [4.234, 0.610, 0.611], [1.510, 3.234, 0.970], [-1.269, 3.469, 2.000], [-3.221, 1.798, 2.300], [-4.107, 1.044, 0.230], [-2.358, 1.824, 0.050], [-3.110, -0.708, -1.044], [-2.421, -1.220, 0.528], [-1.683, -2.503, -1.095], [0.162, -4.349, -1.488], [2.239, -3.478, -2.551], [2.655, -1.196, -2.729], [-0.062, 2.186, -1.082], [-0.497, 1.379, -2.779], [0.856, 2.693, -2.678]], "forces_ev_per_angstrom": [[-3.057, 4.169, -1.213], [4.137, -7.685, 1.642], [8.529, 1.145, -3.759], [-3.788, 4.953, 1.449], [-2.283, -10.964, 2.032], [0.669, -2.517, 0.415], [-8.383, 3.260, 0.055], [-0.390, -2.847, 2.149], [-1.270, 1.000, 1.790], [-2.448, -5.998, -0.927], [6.758, 5.225, -3.023], [12.507, 13.775, -1.656], [-12.965, -11.985, 8.855], [1.273, 2.577, -3.605], [-1.592, -8.548, 4.515], [0.746, 7.744, -1.398], [-2.372, -8.567, 2.012], [-6.672, 4.083, 1.649], [6.321, -2.628, -2.562], [-4.349, 7.082, -1.501], [-0.656, -7.573, 4.781], [-0.110, 1.655, 0.022], [-0.483, 1.042, -1.919], [0.381, 0.971, -1.390], [0.516, -0.059, 0.281], [5.233, -8.380, -4.010], [-0.876, -0.382, 1.541], [2.117, 5.556, 1.851], [-2.066, 2.813, -0.705], [1.016, 4.384, -0.751], [1.355, -1.064, -0.156], [0.133, -2.293, -1.070], [-2.828, 0.397, -1.303], [-2.649, -2.675, 1.092], [-0.201, -0.001, 0.418], [1.211, 2.036, -2.005], [3.743, -0.611, 0.203], [1.171, 3.082, -1.357], [0.316, 2.468, -0.647], [4.048, 2.934, -1.517], [-0.457, 0.408, -1.388], [-0.630, 1.989, 0.447], [-1.658, 0.029, 0.662]], "e_homo_ev": -8.338, "gap_ev": 8.90}

***

Record 2
{"formula": "C5H11N2", "method": "ωB97M-V with the def2-TZVPD basis set", "elements": ["C", "C", "C", "C", "C", "N", "N", "H", "H", "H", "H", "H", "H", "H", "H", "H", "H", "H"], "positions_angstrom": [[-0.725, 0.027, 0.039], [1.612, 1.029, -0.334], [1.497, -0.321, -1.038], [0.626, -0.304, 0.251], [-1.574, 0.821, -0.923], [-1.805, -0.757, 1.174], [1.005, -0.880, 1.404], [2.572, 1.234, 0.064], [1.088, 1.899, -0.576], [0.895, -0.496, -1.948], [2.354, -0.920, -1.000], [-2.281, 1.300, -0.260], [-2.203, 0.062, -1.443], [-1.068, 1.527, -1.620], [-2.779, -0.884, 0.783], [1.626, -1.575, 1.240], [0.592, -0.609, 2.225], [-1.432, -1.154, 1.962]], "forces_ev_per_angstrom": [[-5.882, -1.720, 3.817], [1.631, -1.213, -1.551], [-2.280, 0.980, 1.587], [0.557, -0.567, -1.546], [0.368, -1.293, 0.204], [1.159, 4.010, -6.617], [-0.657, 2.090, -3.290], [0.697, -0.085, 0.755], [-1.258, 0.870, -0.352], [0.272, 0.608, 0.548], [1.331, -0.657, 0.155], [-0.117, 0.780, -0.134], [0.484, 0.657, -0.321], [-0.363, -0.679, 0.599], [1.923, 0.001, 1.154], [2.675, -2.527, 0.716], [-0.984, 0.239, 2.514], [0.444, -1.494, 1.761]], "s2": 2.014, "e_homo_ev": [-11.449, -13.571], "gap_ev": [8.59, 6.12], "charge": 1, "spin_multiplicity": 3}

***

Record 3
{"formula": "C51H45FN5O8STl", "method": "ωB97M-V with the def2-TZVPD basis set", "elements": ["Tl", "O", "C", "C", "C", "C", "C", "C", "C", "C", "C", "O", "C", "C", "C", "C", "C", "C", "C", "C", "C", "C", "C", "C", "N", "C", "C", "C", "C", "C", "C", "C", "C", "C", "C", "C", "C", "H", "H", "H", "H", "H", "H", "H", "H", "H", "H", "H", "H", "H", "H", "H", "H", "H", "H", "H", "H", "H", "H", "H", "H", "H", "H", "H", "C", "C", "N", "O", "C", "C", "N", "O", "H", "H", "H", "H", "H", "H", "H", "C", "C", "C", "C", "C", "C", "C", "F", "C", "C", "C", "O", "C", "C", "N", "C", "C", "O", "O", "H", "H", "H", "H", "H", "H", "H", "H", "H", "H", "H", "O", "S", "N"], "positions_angstrom": [[1.556, 0.476, 0.612], [1.058, 2.391, 1.971], [0.812, 2.868, 3.211], [1.213, 1.805, 4.375], [2.505, 1.041, 4.192], [3.682, 1.657, 4.630], [4.858, 0.949, 4.402], [4.749, -0.329, 3.789], [3.555, -0.910, 3.413], [3.438, -2.297, 2.809], [2.019, -2.701, 2.284], [1.200, -1.763, 1.659], [2.155, -3.820, 1.209], [3.233, -4.714, 1.265], [3.467, -5.584, 0.187], [2.689, -5.521, -1.017], [1.656, -4.614, -0.982], [1.276, -3.847, 0.071], [1.259, -3.280, 3.521], [0.364, -2.437, 4.147], [-0.220, -2.670, 5.372], [0.234, -3.788, 6.043], [1.129, -4.675, 5.456], [1.493, -4.540, 4.126], [2.455, -0.157, 3.621], [-0.701, 3.247, 3.433], [-1.412, 4.029, 2.534], [-2.844, 4.099, 2.498], [-3.585, 3.541, 3.574], [-2.881, 2.851, 4.578], [-1.438, 2.733, 4.546], [1.604, 4.227, 3.381], [1.174, 5.231, 4.185], [1.769, 6.480, 4.166], [2.831, 6.758, 3.301], [3.353, 5.710, 2.562], [2.732, 4.448, 2.558], [1.304, 2.335, 5.351], [0.305, 1.127, 4.450], [3.586, 2.645, 5.119], [5.837, 1.258, 4.583], [5.709, -0.876, 3.630], [4.207, -2.393, 2.010], [3.664, -3.002, 3.612], [3.890, -4.769, 2.137], [4.339, -6.211, 0.144], [3.015, -6.009, -1.976], [1.140, -4.486, -1.944], [0.422, -3.175, 0.068], [0.197, -1.551, 3.639], [-1.166, -2.212, 5.719], [-0.209, -3.936, 7.021], [1.559, -5.475, 5.982], [2.150, -5.188, 3.551], [-0.883, 4.471, 1.676], [-3.367, 4.630, 1.752], [-4.651, 3.611, 3.654], [-3.398, 2.304, 5.375], [-0.916, 2.051, 5.254], [0.472, 5.020, 4.971], [1.377, 7.323, 4.774], [3.263, 7.777, 3.129], [4.296, 5.771, 1.985], [3.133, 3.583, 2.044], [-0.271, 2.833, -4.572], [-0.667, 2.640, -3.130], [0.093, 1.847, -2.312], [0.909, 1.121, -2.901], [-1.866, 3.253, -2.589], [-2.974, 3.616, -3.536], [-1.971, 3.334, -1.254], [-2.958, 3.962, -0.817], [-0.881, 2.186, -5.275], [0.809, 2.475, -4.657], [-0.406, 3.937, -4.895], [0.599, -1.487, -2.231], [-3.422, 2.744, -3.994], [-2.621, 4.246, -4.359], [-3.636, 4.152, -2.894], [-2.271, -1.184, -7.840], [-3.018, -2.126, -6.882], [-4.524, -1.973, -7.044], [-5.262, -2.436, -5.765], [-4.700, -1.786, -4.567], [-5.426, -1.397, -3.420], [-4.794, -1.054, -2.282], [-5.566, -0.565, -1.218], [-3.428, -1.134, -2.087], [-2.637, -1.503, -3.171], [-1.234, -1.597, -3.006], [-0.573, -1.328, -1.960], [-0.549, -2.158, -4.152], [-1.201, -2.378, -5.307], [-2.497, -1.979, -5.538], [-3.296, -1.699, -4.432], [0.904, -2.549, -4.017], [1.483, -3.478, -4.639], [1.432, -1.882, -3.075], [-2.921, -0.963, -8.696], [-1.336, -1.628, -8.195], [-2.087, -0.255, -7.333], [-2.788, -3.199, -7.101], [-4.820, -2.573, -7.874], [-4.811, -0.936, -7.245], [-5.037, -3.542, -5.736], [-6.358, -2.377, -5.870], [-6.504, -1.345, -3.488], [-2.994, -1.060, -1.052], [-0.688, -2.817, -6.169], [4.754, -0.416, 0.161], [5.249, 0.773, -0.614], [5.046, 2.165, -0.362]], "forces_ev_per_angstrom": [[0.195, -0.405, 0.103], [-0.574, -0.064, 0.524], [0.769, 0.317, 0.457], [-1.128, 0.138, 0.085], [-0.339, 0.418, -0.238], [0.288, -0.035, 0.064], [-2.124, -1.741, -1.103], [2.080, -0.002, 0.367], [-0.778, 1.385, 0.373], [0.093, 0.629, -0.398], [-2.415, -0.307, -1.444], [1.124, 0.273, 0.719], [0.195, -0.153, -0.028], [-0.589, -0.753, -0.947], [-0.532, 0.194, -1.617], [1.954, 0.044, 1.595], [-1.287, -0.510, -2.639], [1.465, 0.513, 2.470], [0.096, -0.715, 0.453], [0.005, 0.115, 0.142], [-0.751, -1.263, -0.254], [-0.430, -0.002, 0.761], [-0.443, 0.101, -0.782], [0.833, 2.173, -0.632], [-0.416, -0.426, -0.047], [-0.667, -0.890, 1.635], [-1.459, -0.090, -1.646], [1.473, -0.598, 2.700], [1.846, -0.327, -0.043], [1.776, -0.054, -0.120], [-1.304, -0.288, -1.175], [0.674, -1.474, -1.547], [0.252, 0.829, 1.406], [0.159, 1.794, -0.122], [0.178, 0.640, -0.212], [0.616, -1.522, -0.739], [-0.334, 0.330, 1.129], [-0.244, -0.147, -0.479], [1.653, 0.288, -0.254], [0.432, -0.627, -0.401], [1.268, 0.885, 0.579], [-0.862, 0.392, -0.013], [-0.525, 0.169, 0.417], [0.343, -0.092, -0.026], [-0.140, 0.211, -0.374], [0.311, -0.292, 0.375], [-0.480, 0.388, 1.260], [-0.154, -0.035, 0.412], [0.356, 0.012, -0.089], [-0.508, 1.641, -1.076], [1.056, 0.415, -0.126], [0.365, -0.467, 0.215], [0.103, -1.184, 0.894], [-0.085, -0.435, 0.589], [-0.080, -0.272, 0.430], [-0.233, 0.507, -0.894], [-0.437, 0.024, -0.242], [0.010, 0.426, -0.225], [-0.884, 0.956, -0.381], [-0.682, 0.029, -0.054], [0.175, -0.782, -0.277], [-0.502, -0.947, 0.629], [-0.742, 0.369, 0.249], [-0.023, 0.243, -0.400], [0.572, 0.305, -0.772], [-2.508, 1.634, -0.079], [1.468, -1.168, -0.200], [-1.089, 0.947, 0.930], [2.545, -1.834, -3.132], [0.963, 0.503, 0.278], [-1.147, 0.586, 1.959], [1.013, -0.670, -0.559], [0.518, 0.665, 0.788], [-1.487, 0.759, -0.121], [0.356, -1.866, 0.503], [0.413, -0.532, -1.608], [-0.237, -0.288, 0.145], [0.020, 0.030, 0.233], [-1.057, 0.416, -0.076], [-0.414, -0.765, -0.413], [0.355, -1.205, -0.937], [-0.384, 0.820, 1.627], [0.106, -1.384, -1.420], [0.521, 0.716, 2.275], [-0.612, -0.572, -2.681], [0.444, 1.366, 2.924], [0.788, -0.825, -1.317], [-0.398, -0.432, 1.431], [-2.042, 0.894, -0.161], [2.653, -0.758, -0.576], [-1.746, 0.345, 0.064], [0.199, -0.529, -0.094], [-0.613, 0.639, -1.000], [0.180, -0.478, 1.482], [0.829, -0.462, -0.308], [1.360, -1.985, 0.180], [-1.899, 2.058, 0.262], [0.524, 0.559, 1.152], [0.289, -0.134, 0.015], [-0.124, 0.286, 0.101], [0.242, 0.486, 0.229], [-0.152, 0.752, -0.365], [-0.254, -0.345, -0.710], [0.203, 0.015, -0.059], [-0.282, 0.815, 0.410], [0.444, 0.305, 0.182], [-0.098, -0.124, 0.197], [-0.387, 0.288, -1.288], [-0.050, 0.157, 0.413], [-0.188, 0.822, 0.231], [0.864, -2.942, -1.071], [-0.699, 2.185, 0.943]], "e_homo_ev": [-1.473, -1.478], "gap_ev": [3.14, 3.16], "charge": -2}

***

In order of appearance, energy relative to the best compared isomer or geometry (same formula, charge and spin) = 1382.6 232.8 602.3 kJ/mol.
In order of appearance, maximum force = 19.75 7.82 4.43 eV/A.